74
Properties=species:S:1:pos:R:3:forces:R:3 method="wB97M-V/def2-TZVPD" energy_ha=-5536.2786 total_charge=+1 lumo_ha=-0.15218
Cl -2.612 7.100 -2.382 -0.09 -0.72 0.11
N -3.050 5.459 -2.363 -0.72 -0.56 -0.54
C -2.572 4.464 -1.611 0.18 -0.88 0.44
N -3.084 3.132 -1.818 4.76 1.16 4.49
C -2.287 2.419 -0.833 -0.55 3.77 -0.94
N -1.431 3.309 -0.134 -1.76 -2.16 -1.22
N -1.584 4.598 -0.603 -2.49 -1.80 -2.11
Br -0.615 5.976 0.140 -0.23 -0.35 -0.17
H -3.797 5.191 -3.036 0.68 0.52 0.46
H -2.375 1.310 -0.623 0.37 1.75 -0.29
H -0.775 3.095 0.631 -0.54 0.02 -0.77
C -5.006 0.742 -2.721 0.27 0.04 0.13
N -5.257 -0.498 -3.498 0.06 -0.18 -0.16
O -4.294 -1.051 -4.000 -0.40 0.06 0.14
O -6.414 -0.873 -3.576 0.43 0.10 -0.01
H -3.939 0.955 -2.736 -0.17 -0.11 -0.21
H -5.566 1.547 -3.195 -0.02 -0.09 0.13
H -5.351 0.567 -1.700 -0.02 0.06 -0.39
C -8.471 2.179 0.183 -0.33 -0.14 0.13
N -7.105 1.846 -0.297 -0.09 -0.15 0.06
O -6.740 0.688 -0.191 -0.03 0.56 0.13
O -6.445 2.760 -0.764 -0.04 -0.36 0.17
H -8.937 1.275 0.569 0.16 0.07 -0.09
H -8.370 2.927 0.968 0.02 0.02 -0.17
H -9.031 2.570 -0.665 0.12 0.07 0.10
C 0.774 -0.698 1.260 0.06 0.05 0.38
N -0.041 0.210 0.412 0.33 -0.69 0.01
O -0.253 1.341 0.833 0.09 -0.66 -0.01
O -0.445 -0.234 -0.646 -0.06 0.65 0.42
H 1.062 -0.169 2.165 -0.08 -0.02 -0.22
H 0.160 -1.565 1.499 0.05 0.03 -0.17
H 1.654 -0.982 0.684 -0.21 -0.02 0.13
C 3.404 -0.769 -2.387 0.04 0.34 -0.19
N 3.488 -1.474 -1.081 0.10 -0.21 -0.21
O 3.647 -0.788 -0.079 -0.03 -0.31 -0.16
O 3.393 -2.685 -1.101 0.05 0.57 0.28
H 3.504 0.301 -2.215 0.01 -0.17 0.10
H 4.216 -1.138 -3.012 -0.19 -0.14 0.00
H 2.433 -1.000 -2.823 0.16 -0.15 -0.01
C 4.862 -0.683 3.020 0.37 0.02 -0.10
N 3.776 -0.472 4.012 0.40 0.08 0.23
O 4.102 -0.130 5.132 -0.48 -0.19 -0.41
O 2.631 -0.659 3.627 0.23 0.08 0.34
H 5.818 -0.482 3.498 -0.21 0.00 0.07
H 4.807 -1.718 2.688 -0.16 0.15 -0.05
H 4.691 0.007 2.194 -0.09 -0.18 0.02
C 5.336 -5.206 -2.837 0.11 -0.28 0.20
N 5.568 -4.291 -3.985 0.29 -0.05 -0.20
O 6.586 -4.451 -4.632 -0.48 0.22 0.17
O 4.717 -3.443 -4.193 0.27 -0.11 0.02
H 6.169 -5.904 -2.771 -0.07 0.15 -0.11
H 5.272 -4.596 -1.938 -0.16 -0.03 -0.12
H 4.403 -5.736 -3.023 0.02 0.17 0.07
C 2.354 -3.717 6.017 -0.22 -0.03 0.27
N 2.679 -3.759 4.568 -0.38 -0.08 -0.10
O 1.809 -4.140 3.808 0.53 0.22 0.12
O 3.802 -3.406 4.244 -0.28 -0.13 -0.07
H 1.330 -4.055 6.156 0.14 0.03 -0.14
H 3.052 -4.377 6.530 0.05 0.18 -0.05
H 2.470 -2.685 6.349 0.15 -0.10 -0.04
C 6.138 -5.835 4.214 -0.17 -0.13 -0.28
N 7.376 -5.333 4.864 0.28 0.04 0.04
O 8.397 -5.335 4.199 -0.30 0.08 0.33
O 7.277 -4.955 6.017 0.07 -0.11 -0.40
H 6.373 -6.136 3.196 0.07 0.05 0.17
H 5.784 -6.685 4.795 0.00 0.15 0.03
H 5.413 -5.022 4.220 0.07 -0.12 0.11
C -7.012 7.456 -3.967 -0.36 -0.19 0.12
N -5.644 7.121 -4.441 0.09 0.31 -0.14
O -5.280 5.956 -4.331 0.20 0.27 0.08
O -4.986 8.029 -4.903 -0.16 -0.64 0.25
H -7.480 6.552 -3.582 0.15 0.07 -0.09
H -6.914 8.205 -3.183 0.02 0.04 -0.19
H -7.568 7.845 -4.818 0.12 0.09 0.10

49
Properties=species:S:1:pos:R:3:forces:R:3 method="wB97M-V/def2-TZVPD" energy_ha=-2626.2075 total_charge=+2 lumo_ha="-0.28503 / -0.41280" spin_multiplicity=6 s2=8.7873
C 4.801 -3.117 -1.988 0.67 -0.20 -0.26
C 3.548 -2.468 -1.456 1.77 0.96 -0.32
H 4.688 -4.202 -2.089 -0.40 0.31 0.15
H 5.651 -2.952 -1.316 -0.18 0.21 -0.05
H 5.055 -2.727 -2.982 -0.10 0.14 0.21
O 2.511 -3.043 -1.196 -1.49 0.26 0.47
Cl 3.682 -0.596 -1.207 -0.29 -1.37 -0.22
Ru 1.261 0.610 -0.356 1.55 3.57 -0.29
P 1.106 -0.752 1.275 -0.01 -2.10 3.68
C -0.375 -1.574 1.867 -0.41 -0.34 -0.10
C 2.522 -1.725 1.799 -0.01 -0.13 0.25
H 2.410 -1.963 2.874 0.17 0.03 -0.50
H 2.125 0.962 2.683 -0.12 0.05 -0.09
H 3.418 -1.124 1.615 -0.06 -0.29 0.13
H 1.021 1.720 1.474 0.00 -0.02 1.00
H -0.562 -2.440 1.214 -0.09 0.15 0.37
H 2.528 -2.635 1.186 0.19 0.14 0.38
C 1.163 0.867 2.174 0.14 -0.07 0.20
H -0.212 -1.914 2.908 -0.11 0.15 -0.49
H 0.325 0.860 2.884 0.22 0.18 -0.26
H -1.227 -0.875 1.815 0.39 -0.32 -0.01
P -0.011 -0.331 -1.801 -1.91 -0.92 -2.49
C -1.611 -1.080 -1.543 -0.32 -0.36 0.40
C -0.317 1.408 -2.265 -0.13 0.27 -0.55
H 1.770 -0.623 -3.322 -0.43 -0.26 -0.12
H 0.177 -0.976 -4.087 0.11 -0.19 -0.05
H 0.956 -2.181 -2.954 -0.17 0.53 -0.32
C 0.788 -1.112 -3.192 0.49 -0.45 -0.11
H 0.160 2.123 -1.559 -0.48 0.08 -0.56
H 0.088 1.576 -3.263 0.00 0.19 0.02
H -2.156 -1.110 -2.498 0.14 -0.07 0.28
H -2.166 -0.486 -0.803 0.23 -0.21 -0.28
H -1.398 1.586 -2.248 0.26 0.08 0.06
H -1.457 -2.097 -1.152 -0.24 0.21 -0.23
Cl 2.721 2.361 -0.561 0.32 -0.01 -0.15
C -3.009 1.151 2.635 -0.12 0.14 -0.12
P -2.564 1.997 1.100 0.29 -0.76 -0.36
C -3.902 1.637 -0.064 0.04 0.09 0.18
C -2.603 3.749 1.422 0.15 0.30 0.02
O -1.222 1.505 0.561 -0.10 -0.09 0.05
H -3.391 0.143 2.429 0.13 0.24 0.07
H -3.784 1.726 3.148 -0.02 -0.14 0.01
H -2.140 1.099 3.292 -0.03 0.00 0.00
H -4.776 2.236 0.192 -0.08 -0.06 -0.01
H -3.593 1.910 -1.076 -0.02 -0.03 0.06
H -4.182 0.578 -0.026 0.09 0.20 -0.05
H -1.831 3.981 2.180 -0.39 0.05 -0.38
H -2.385 4.284 0.478 -0.10 -0.14 0.54
H -3.602 4.031 1.798 0.47 -0.01 -0.16

49
Properties=species:S:1:pos:R:3:forces:R:3 method="wB97M-V/def2-TZVPD" energy_ha=-3079.3919 total_charge=+2 lumo_ha="-0.35401 / -0.24765" spin_multiplicity=7 s2=12.1811
C 0.006 0.796 -7.766 0.00 -0.13 0.13
C 0.010 1.380 -6.361 0.03 4.21 0.03
H 0.010 1.643 -8.486 0.00 -0.45 0.67
H -0.895 0.183 -7.928 0.37 0.15 0.19
H 0.903 0.175 -7.930 -0.37 0.15 0.19
O 0.019 2.549 -6.060 -0.03 -3.46 -0.77
I -0.004 -0.023 -4.579 0.00 -0.38 -0.16
Eu -0.022 0.462 -1.281 -0.06 -1.70 0.36
P 2.616 -0.147 -0.115 0.20 -0.22 -0.14
C 3.560 1.061 0.845 -0.05 0.65 0.24
C 3.228 -1.793 0.385 -0.54 -0.28 0.01
H 4.303 -1.934 0.241 -0.08 0.31 -0.06
H 4.300 -0.110 -1.918 -0.30 0.07 -0.04
H 2.695 -2.550 -0.205 0.12 0.17 0.13
H 2.693 -0.667 -2.500 0.33 0.18 0.30
H 3.277 0.993 1.903 0.10 -0.01 -0.30
H 2.989 -1.972 1.439 0.07 0.07 -0.22
C 3.216 0.048 -1.834 -0.13 0.12 -0.41
H 4.648 0.970 0.768 -0.19 -0.17 -0.10
H 2.981 1.068 -2.202 0.26 -0.32 0.12
H 3.279 2.071 0.505 0.15 -0.27 0.12
P -2.638 -0.112 -0.139 -0.73 -0.49 -0.18
C -3.551 1.109 0.838 0.55 0.72 0.43
C -3.249 0.090 -1.850 0.26 0.15 -0.46
H -2.733 -2.512 -0.189 -0.13 0.15 0.11
H -4.328 -1.889 0.301 0.07 0.41 -0.13
H -2.952 -1.882 1.444 -0.03 0.08 -0.20
C -3.250 -1.742 0.398 0.85 -0.33 0.14
H -2.738 -0.627 -2.520 -0.32 0.13 0.29
H -4.334 -0.054 -1.930 0.25 0.06 -0.01
H -4.640 1.044 0.780 0.14 -0.26 -0.20
H -3.247 2.118 0.517 -0.19 -0.23 0.10
H -3.001 1.104 -2.223 -0.27 -0.25 0.12
H -3.244 1.004 1.889 -0.10 -0.06 -0.31
Cl -0.015 -2.034 -1.706 -0.08 1.02 0.23
C -0.916 -0.745 5.139 -0.23 0.00 -1.31
P -0.155 -0.124 3.615 -0.73 -0.22 0.75
C -0.434 1.655 3.752 0.18 -0.01 0.36
C 1.532 -0.740 3.739 0.49 0.13 0.02
O -0.822 -0.641 2.398 -0.54 -0.20 -1.77
H -1.959 -0.374 5.114 0.57 -0.17 0.47
H -0.303 -0.366 5.955 -0.42 -0.28 0.38
H -0.928 -1.845 5.026 0.09 0.48 0.49
H -0.216 1.957 4.776 -0.08 0.26 0.01
H 0.136 2.274 3.080 0.43 0.12 -0.29
H -1.495 1.839 3.526 0.27 -0.26 0.26
H 1.671 -1.614 3.091 -0.48 0.12 0.26
H 2.332 -0.057 3.483 0.01 0.38 0.07
H 1.664 -1.036 4.775 0.31 -0.14 0.10

56
Properties=species:S:1:pos:R:3:forces:R:3 method="wB97M-V/def2-TZVPD" energy_ha=-3129.1211 total_charge=+3 lumo_ha="-0.35743 / -0.35179" spin_multiplicity=5 s2=6.0041
Ho -1.620 -0.200 0.027 0.22 0.33 -0.37
C 0.735 0.325 3.192 1.59 0.40 -0.20
N 1.838 0.330 2.155 0.11 0.30 1.12
C 3.144 0.642 2.790 -0.39 0.52 0.17
P 1.704 0.075 0.596 0.50 -0.07 -0.74
O 0.475 -0.746 0.330 -1.62 -1.35 0.05
O 1.301 1.425 -0.270 1.28 -0.22 0.61
P -0.036 2.152 -0.565 0.34 1.00 -1.94
O -1.104 1.933 0.453 -1.14 -1.13 1.27
N 0.434 3.640 -0.858 0.25 0.55 -0.20
C -0.613 4.598 -1.214 -1.18 0.43 0.40
C 1.718 4.220 -0.358 -0.60 -1.08 -0.78
N -0.691 1.210 -1.855 1.02 -0.16 0.07
C 0.275 0.759 -2.956 -1.19 0.89 0.44
C -2.068 1.308 -2.425 0.49 -0.93 0.47
N 3.042 -0.424 -0.144 -0.49 0.76 0.07
C 4.166 0.492 -0.335 0.59 1.33 1.13
C 3.467 -1.817 -0.363 -0.33 -0.26 1.21
H 0.893 1.268 3.792 -0.56 -1.18 -0.45
H 0.900 -0.601 3.795 -0.40 0.88 -0.25
H -0.228 0.329 2.695 -0.22 0.06 0.19
H 3.213 0.018 3.689 0.35 0.19 -0.30
H 3.182 1.708 3.058 -0.16 -0.33 0.18
H 3.962 0.498 2.101 0.15 -0.46 0.08
H -1.604 4.098 -1.234 0.41 0.34 0.36
H -0.544 5.076 -2.173 0.73 -0.18 -0.76
H -0.620 5.444 -0.511 -0.21 -0.53 0.17
H 1.527 4.895 0.437 -0.16 0.22 1.16
H 2.170 4.798 -1.116 0.35 0.61 -1.20
H 2.392 3.401 -0.161 0.15 0.14 0.53
H -0.109 1.261 -3.867 0.76 -0.54 0.29
H 0.244 -0.321 -3.022 -0.15 -0.20 -0.28
H 1.288 1.045 -2.704 0.09 0.24 -0.13
H -2.266 0.258 -2.733 -0.37 0.53 -0.32
H -2.139 1.954 -3.306 -0.05 -0.02 0.27
H -2.808 1.584 -1.668 -0.04 0.34 -0.05
H 3.979 1.574 0.010 -0.01 -1.62 -0.93
H 4.511 0.396 -1.350 -0.01 0.49 -0.51
H 5.006 0.158 0.291 -0.17 0.03 -0.09
H 3.795 -1.924 -1.393 -0.16 -0.17 -0.03
H 2.666 -2.523 -0.072 0.41 0.34 -0.47
H 4.313 -1.981 0.319 -0.11 -0.28 -0.32
C -3.189 -5.667 0.277 1.29 1.15 1.17
C -3.920 -4.369 0.405 0.09 0.09 -0.28
N -5.197 -4.203 0.509 0.29 -0.03 -0.13
N -5.387 -2.855 0.569 0.10 -1.05 0.16
C -4.293 -2.143 0.533 0.38 -0.89 -0.01
S -4.181 -0.474 0.759 0.34 0.62 -0.04
N -3.327 -3.096 0.378 0.74 0.45 0.13
N -1.949 -2.734 0.455 -0.60 -0.19 1.41
H -3.863 -6.388 -0.088 -0.77 -0.90 -0.71
H -2.906 -6.021 1.305 0.09 0.35 -0.92
H -2.295 -5.566 -0.390 -0.76 -0.28 0.62
H -6.278 -2.547 0.848 -1.42 0.65 0.09
H -1.436 -3.404 -0.105 0.27 -0.13 -0.06
H -1.668 -2.872 1.468 -0.11 -0.03 -1.37

58
Properties=species:S:1:pos:R:3:forces:R:3 method="wB97M-V/def2-TZVPD" energy_ha=-2473.4410 total_charge=-1 lumo_ha=-0.03860
C -2.452 1.705 2.234 0.70 -0.69 -0.91
C -3.462 0.476 2.192 -1.42 0.71 -1.10
C -3.192 -0.520 0.966 0.48 -0.64 1.31
O -2.571 -1.564 1.188 -1.28 2.14 -1.21
O -3.728 -0.121 -0.260 1.34 -0.49 2.11
C -2.748 -0.156 -1.343 0.74 0.42 -1.68
C -1.269 0.289 -0.941 0.27 0.35 -1.66
N -0.686 0.983 -2.141 -1.08 2.80 0.31
P -0.944 2.697 -1.993 2.30 -3.45 1.23
N -0.208 3.322 -0.693 -0.97 0.12 -0.71
O -0.242 3.393 -3.362 -1.05 -0.40 1.54
O -2.601 3.083 -1.952 1.29 0.15 -0.76
H -1.398 1.271 2.299 -1.29 0.82 0.18
H -2.648 2.445 3.063 0.12 -1.04 -0.78
H -2.466 2.276 1.242 -0.09 -0.76 1.39
H -3.529 -0.106 3.163 0.39 0.61 -1.28
H -4.499 0.918 1.979 1.24 -0.63 0.43
H -3.107 0.607 -2.114 0.37 -0.98 1.33
H -2.724 -1.149 -1.909 -0.11 1.03 1.14
H -0.631 -0.642 -0.772 -0.85 1.26 0.21
H -1.219 1.036 -0.089 -0.45 -1.40 -0.25
H 0.253 2.572 -0.169 -0.19 0.28 -0.45
H 0.658 3.666 -3.053 -1.02 -0.34 -0.19
H -2.932 3.157 -1.041 0.71 0.08 -0.35
C 5.287 3.256 -7.385 0.18 0.53 0.08
O 4.080 2.675 -6.921 -2.97 -1.90 0.14
P 3.561 3.047 -5.322 7.00 4.63 2.41
O 4.042 4.494 -5.381 -1.26 -0.89 -0.55
O 4.740 2.062 -4.718 -0.88 -0.41 -0.08
C 4.739 0.694 -5.118 0.20 -0.20 -0.11
O 2.884 3.274 -3.765 -2.33 -0.79 -2.05
C 3.753 3.398 -2.653 0.55 -0.78 0.42
H 5.639 2.662 -8.232 -0.27 -0.17 0.06
H 5.104 4.274 -7.730 0.09 0.00 0.17
H 6.056 3.249 -6.610 -0.10 0.09 0.03
H 5.508 0.542 -5.878 -0.11 -0.05 -0.05
H 3.770 0.392 -5.520 0.13 -0.14 0.03
H 4.974 0.072 -4.252 -0.07 0.12 0.03
H 4.636 3.993 -2.895 -0.07 -0.05 -0.21
H 4.053 2.409 -2.303 0.09 0.14 0.07
H 3.201 3.889 -1.849 -0.33 -0.06 -0.25
C -0.852 -4.428 7.694 0.43 0.37 0.03
O -1.156 -5.441 6.747 -1.02 -3.07 -1.40
P -0.929 -5.089 5.078 2.03 8.50 0.89
O 0.326 -4.254 5.309 -0.38 -1.62 -0.05
O -2.285 -4.147 5.100 -0.14 -0.93 -0.29
C -3.514 -4.750 5.491 -0.19 0.13 0.19
O -0.787 -4.931 3.378 0.29 -3.31 0.94
C -1.095 -3.678 2.779 -1.14 0.47 -0.13
H -1.370 -4.674 8.624 -0.10 -0.25 -0.17
H 0.220 -4.409 7.890 -0.06 0.15 -0.12
H -1.195 -3.449 7.353 0.11 -0.05 -0.08
H -3.741 -4.467 6.521 -0.02 -0.15 0.00
H -3.470 -5.840 5.418 -0.16 0.06 0.06
H -4.311 -4.382 4.843 0.13 0.01 -0.05
H -0.737 -2.843 3.383 -0.02 -0.18 0.13
H -2.172 -3.595 2.628 0.17 0.22 -0.04
H -0.613 -3.642 1.802 0.06 -0.36 0.10

48
Properties=species:S:1:pos:R:3:forces:R:3 method="wB97M-V/def2-TZVPD" energy_ha=-1019.3327 total_charge=+2 lumo_ha="-0.22337 / -0.42367" spin_multiplicity=2 s2=0.7662
Tl -1.289 0.522 -0.747 1.15 -0.29 0.79
C 0.559 2.456 2.004 0.04 -0.34 -0.59
O 0.237 1.052 1.696 0.67 2.00 0.70
C 0.688 0.218 2.793 -1.63 0.17 -2.02
C 0.294 -1.188 2.269 1.03 1.80 0.52
N -1.023 -1.222 1.592 0.71 -2.80 1.14
C -1.296 -2.691 1.323 1.07 0.61 -0.32
C -2.512 -2.951 0.534 -1.51 0.19 0.11
O -2.528 -2.150 -0.620 -0.42 -0.36 -0.84
C -3.708 -2.407 -1.397 -0.51 -0.19 -0.95
H 0.319 3.094 1.153 0.13 -0.51 -0.25
H 1.623 2.533 2.226 0.05 0.03 0.03
H -0.004 2.913 2.818 -0.18 -0.66 0.40
H 0.121 0.593 3.645 0.26 -0.58 0.50
H 1.766 0.315 2.919 -0.03 -0.14 0.23
H 0.351 -1.834 3.146 -0.53 -0.55 -0.05
H 1.082 -1.513 1.590 -0.28 -0.10 -0.26
H -1.745 -1.030 2.271 -0.48 1.29 -0.02
H -1.438 -3.142 2.305 0.13 -0.15 0.16
H -0.409 -3.127 0.861 0.01 0.13 0.01
H -3.400 -2.740 1.129 -0.25 0.38 0.25
H -2.639 -4.017 0.345 0.47 -0.18 -0.42
H -3.592 -2.084 -2.431 0.45 0.55 0.20
H -4.616 -1.951 -1.003 0.20 0.24 0.38
H -3.948 -3.459 -1.553 0.42 -0.34 0.60
C 3.511 1.546 -2.251 0.26 -1.38 -0.94
C 2.188 0.859 -1.910 -0.28 -2.08 -0.87
C 2.343 -0.650 -1.393 -0.47 0.37 -1.16
O 1.049 -1.383 -1.469 0.93 4.63 0.72
C 1.066 -2.731 -1.568 0.22 -2.55 -0.03
N 1.411 1.667 -1.028 -0.13 0.53 0.18
H 3.393 2.235 -3.088 -0.20 0.42 0.42
H 4.038 0.720 -2.726 0.80 0.18 0.13
H 4.104 1.968 -1.440 -0.18 -0.09 0.07
H 1.661 0.762 -2.859 -0.19 -0.15 -0.03
H 2.847 -0.701 -0.428 -0.60 -0.02 0.54
H 3.076 -1.097 -2.064 -0.29 -0.30 -0.31
H 0.053 -3.119 -1.458 -0.18 0.25 -0.09
H 1.640 -3.185 -0.760 0.35 -0.20 0.04
H 1.427 -3.094 -2.530 0.27 0.01 -0.08
H 2.147 1.998 -0.422 -0.49 0.08 1.50
H 1.177 2.525 -1.507 -0.60 0.19 -0.29
C -1.870 4.340 0.274 -1.22 -0.64 0.72
O -1.185 3.481 -0.632 0.49 0.20 -0.19
H -1.184 4.915 0.897 -0.06 0.26 -0.25
H -2.608 4.923 -0.277 0.26 0.42 0.19
H -2.446 3.692 0.936 0.02 0.04 0.14
H -0.732 4.138 -1.165 0.32 -0.36 -0.71